C3H4FNO2 | wB97M-V/def2-TZVPD

Results
- HOMO energy (eV) = -10.26
- strongest force on any atom (eV Å⁻¹) = 3.838
- charge = 0
- total energy (hartree) = -421.7063
- SMILES string = O=C1[C@@H](F)CN1O
- gap between HOMO and LUMO (eV) = 10.78

Each atom is followed by the atoms it is bonded to, with distances in Å.
CARTESIAN COORDINATES (ANGSTROEM)
1 O -1.87 0.43 0.42  C2 1.238
2 C -0.71 0.05 0.20  O1 1.238, C3 1.553, N6 1.360
3 C 0.59 -0.26 0.99  C2 1.553, F4 1.392, C5 1.524, H8 1.076
4 F 0.83 -1.41 1.72  C3 1.392
5 C 1.31 0.14 -0.29  C3 1.524, N6 1.509, H9 1.203, H10 1.124
6 N -0.03 0.01 -0.97  C2 1.360, C5 1.509, O7 1.421
7 O -0.41 1.00 -1.92  N6 1.421, H11 1.004
8 H 0.69 0.53 1.71  C3 1.076
9 H 2.17 -0.50 -0.82  C5 1.203
10 H 1.64 1.22 -0.33  C5 1.124
11 H -0.60 0.32 -2.64  O7 1.004